The following is a DFT calculation (wB97M-V/def2-TZVPD) of a molecular structure, C22H27F4N6O2V.

HOMO energy (spin up / spin down) = -14.344 / -14.392 eV
Charge = +2
Gap between HOMO and LUMO (spin up / spin down) = 7.4 / 7.9 eV
2S+1 = 3
Molar mass = 534.4 g/mol
ΔE to the lowest compared entry with this formula, charge and spin = 7.9 kcal/mol
Electronic energy = -72832.0540 eV

Geometry as XYZ:
```
62
C22H27F4N6O2V | OMol25 | wB97M-V/def2-TZVPD
V 0.62 0.61 -0.50
C 3.32 0.99 0.12
N 2.56 -0.27 -0.03
C 2.71 -1.11 1.18
C 3.02 -1.01 -1.26
C 1.83 -1.21 -2.19
N 1.11 0.08 -2.23
C 0.96 0.75 -3.44
C 1.21 2.13 -3.50
F 1.60 2.73 -2.34
C 1.08 2.85 -4.66
F 1.35 4.15 -4.64
C 0.70 2.23 -5.83
C 0.43 0.87 -5.80
F 0.05 0.24 -6.90
C 0.56 0.14 -4.63
F 0.25 -1.16 -4.61
H 4.40 0.80 0.18
H 3.03 1.50 1.04
H 3.14 1.63 -0.75
H 3.76 -1.38 1.33
H 2.12 -2.02 1.07
H 2.36 -0.57 2.06
H 3.48 -1.96 -0.98
H 3.78 -0.41 -1.76
H 1.17 -1.99 -1.79
H 2.15 -1.53 -3.18
H 0.60 2.79 -6.75
O -1.54 -0.36 6.05
C -0.65 0.70 5.81
C -0.38 0.78 4.34
C 0.43 1.78 3.81
C 0.66 1.80 2.45
N 0.13 0.91 1.60
C -0.69 -0.04 2.10
C -0.95 -0.14 3.46
C -1.31 -0.94 1.10
C -2.32 -1.82 1.42
C -2.91 -2.59 0.42
C -4.05 -3.52 0.74
O -4.29 -3.55 2.13
C -2.45 -2.44 -0.88
C -1.43 -1.55 -1.13
N -0.86 -0.81 -0.17
H -1.72 -0.43 6.99
H 0.31 0.55 6.32
H -1.05 1.66 6.14
H 0.89 2.53 4.44
H 1.29 2.57 2.02
H -1.59 -0.91 3.86
H -2.69 -1.92 2.43
H -3.84 -4.51 0.33
H -4.94 -3.14 0.22
H -4.34 -4.46 2.44
H -2.88 -3.01 -1.70
H -1.04 -1.41 -2.13
N -2.08 2.08 -0.19
N -0.87 2.16 -0.98
H -2.73 2.79 -0.48
H -1.83 2.27 0.77
H -0.49 3.11 -0.99
H -1.15 1.98 -1.94
```

These are the Mulliken partial charges, in e, on atoms 1 to 6: V 0.113; C -0.980; N 0.326; C -1.284; C -1.146; C -0.704